(a)
Below is a 2-piece molecular cluster, C3H10NO overall, with properties calculated with ωB97M-V/def2-TZVPD.

CARTESIAN COORDINATES (ANGSTROEM)
C -5.712 -0.684 -0.290
N -4.980 0.335 0.520
H -6.104 -0.229 -1.189
H -6.521 -1.130 0.314
H -5.056 -1.527 -0.543
H -5.229 1.286 0.221
H -5.130 0.383 1.529
H -3.986 0.332 0.274
O 3.008 0.444 -0.023
C 4.206 0.496 0.154
C 5.165 -0.504 -0.436
H 4.539 1.323 0.799
H 5.810 -0.132 -1.233
H 5.660 -0.689 0.553
H 4.725 -1.482 -0.621

Properties
Lowest unoccupied orbital energy in eV: -4.1381
Total charge: +1
Frontier orbital gap in eV: 7.311
E_HOMO in Eh: -0.4207
Spin multiplicity: 1

(b)
Below is an isolated ion of composition C3H10NO and charge +1, with properties calculated with ωB97M-V/def2-TZVPD.

CARTESIAN COORDINATES (ANGSTROEM)
C 0.936 -0.076 -0.891
O 1.429 1.251 -0.759
C 0.099 -0.429 0.419
C -1.242 -1.190 0.240
N -0.322 0.982 0.917
H 1.824 -0.714 -0.928
H 0.261 -0.273 -1.727
H 1.602 1.644 -1.621
H 0.765 -0.806 1.176
H -0.743 -2.069 -0.194
H -1.644 -1.514 1.203
H -1.800 -0.648 -0.511
H -0.666 1.431 0.045
H 0.569 1.484 1.026
H -1.067 0.928 1.605

Properties
Lowest unoccupied orbital energy in eV: -3.3810
Total charge: +1
Frontier orbital gap in eV: 12.266
E_HOMO in Eh: -0.5750
Spin multiplicity: 1
SMILES string: C[C@H]([NH3+])CO

Energetically preferred structure: (b) | next structure: +0.600 eV

(a)
Below is a 2-piece molecular cluster, C3H10NO overall, with properties calculated with ωB97M-V/def2-TZVPD.

CARTESIAN COORDINATES (ANGSTROEM)
C -1.052 -1.831 -1.724
O -0.105 -0.706 -1.481
H -1.720 -1.750 -2.586
H -1.570 -2.116 -0.811
H -0.335 -2.626 -1.853
H -0.598 0.040 -1.855
C 0.978 0.933 1.121
C 0.676 2.193 1.327
N -0.075 -0.116 1.101
H 1.976 0.554 0.701
H 1.452 2.926 1.551
H -0.305 2.647 1.435
H -0.974 0.239 1.448
H 0.137 -0.999 1.653
H -0.262 -0.427 0.077

Properties
Lowest unoccupied orbital energy in eV: -3.4176
Total charge: +1
Frontier orbital gap in eV: 11.618
E_HOMO in Eh: -0.5525
Spin multiplicity: 1

(b)
Below is a 3-piece molecular cluster, C3H10NO overall, with properties calculated with ωB97M-V/def2-TZVPD.

CARTESIAN COORDINATES (ANGSTROEM)
C 0.181 0.149 -2.334
C -0.107 -0.854 -1.328
C 0.454 -0.666 -0.018
N 0.245 -1.115 1.170
H -0.194 -0.094 -3.325
H -0.410 1.039 -2.024
H 1.242 0.401 -2.327
H -0.832 -1.675 -1.311
H 1.336 -0.014 -0.029
H -0.567 -1.754 1.192
H 1.281 -0.479 4.501
H 1.662 -0.680 5.079
H -0.649 1.125 1.158
H -0.787 2.399 2.027
O -0.758 2.085 1.127

Properties
Lowest unoccupied orbital energy in eV: -8.6137
Total charge: +1
Frontier orbital gap in eV: 6.500
E_HOMO in Eh: -0.5554
Spin multiplicity: 1

Energetically preferred structure: (a) | next structure: +3.403 eV

(a)
Below is a 2-piece molecular cluster, C6H13P overall, with properties calculated with ωB97M-V/def2-TZVPD.

CARTESIAN COORDINATES (ANGSTROEM)
C 1.452 -0.030 0.535
C 0.017 0.111 0.512
C 2.267 -0.114 -0.703
C -0.624 1.204 1.271
C -2.021 -0.789 -0.462
C -0.660 -0.191 -0.788
P 0.698 -1.314 1.551
H 2.281 1.382 1.402
H 3.340 0.100 -0.446
H 1.762 0.655 -1.310
H 2.167 -1.147 -1.019
H -0.092 2.115 0.913
H -0.535 1.195 2.400
H -1.783 1.518 1.229
H -1.652 -1.602 0.283
H -2.566 -0.969 -1.424
H -2.779 -0.232 0.137
H -0.769 0.788 -1.397
H -0.048 -1.050 -1.330
H 0.463 -2.342 0.463

Properties
Lowest unoccupied orbital energy in eV: 0.1949
Total charge: 0
Frontier orbital gap in eV: 9.081
E_HOMO in Eh: -0.3266
Spin multiplicity: 1

(b)
Below is a 2-piece molecular cluster, C6H13P overall, with properties calculated with ωB97M-V/def2-TZVPD.

CARTESIAN COORDINATES (ANGSTROEM)
C -2.838 -0.218 -0.120
C -3.100 -0.303 -1.311
C -2.839 0.528 1.147
C 2.163 0.303 -1.474
C 1.014 0.912 0.861
C 1.810 -0.134 -0.090
P 0.648 -1.536 0.164
H 1.744 -2.214 0.989
H 0.899 -2.530 -0.815
H -2.679 -1.114 -1.909
H -3.281 0.085 1.990
H -3.438 1.440 1.042
H -1.869 0.756 1.358
H 2.524 -0.471 -2.104
H 2.898 1.181 -1.535
H 1.388 0.634 -2.000
H -0.049 1.080 0.403
H 0.809 0.443 1.805
H 1.547 1.769 1.144
H 2.648 -0.612 0.456

Properties
Lowest unoccupied orbital energy in eV: 0.7695
Total charge: 0
Frontier orbital gap in eV: 9.914
E_HOMO in Eh: -0.3361
Spin multiplicity: 1
SMILES string: CC(C)P.C#CC

(c)
Below is a 2-piece molecular cluster, C6H13P overall, with properties calculated with ωB97M-V/def2-TZVPD.

CARTESIAN COORDINATES (ANGSTROEM)
C 1.026 1.086 -0.059
C -3.615 0.182 0.717
C -4.932 0.176 0.616
C 0.585 2.131 -1.023
C 2.417 -1.894 -1.227
C 2.550 -0.741 1.457
P 1.787 -0.336 -0.140
H -3.025 -0.010 -0.181
H -3.138 0.378 1.646
H -5.407 0.376 1.569
H -5.487 0.330 -0.284
H 0.416 1.688 -2.002
H -0.361 2.694 -0.816
H 1.401 2.797 -1.197
H 2.224 -2.771 -0.627
H 3.566 -1.780 -1.421
H 1.819 -1.886 -2.188
H 2.365 0.101 2.107
H 2.143 -1.609 1.755
H 3.666 -0.910 1.299

Properties
Lowest unoccupied orbital energy in eV: 0.5813
Total charge: 0
Frontier orbital gap in eV: 8.074
E_HOMO in Eh: -0.2753
Spin multiplicity: 1
SMILES string: CC#P(C)C.C=C

Energetically preferred structure: (b) | next structure: +0.215 eV

(a)
Below is an isolated ion of composition C5H12N2O and charge -1, with properties calculated with ωB97M-V/def2-TZVPD.

CARTESIAN COORDINATES (ANGSTROEM)
C 1.032 -0.840 2.472
N 0.541 -0.927 1.222
C 0.640 -2.167 0.373
C 0.008 0.324 0.546
C 0.498 0.548 -0.916
N -0.344 1.405 -1.794
C -1.673 1.859 -1.471
O 1.227 0.202 3.164
H 1.320 -1.843 2.761
H -0.004 -2.059 -0.611
H 1.763 -2.503 0.359
H 0.069 -2.934 0.895
H -1.099 0.206 0.783
H 0.413 1.275 1.040
H 1.464 1.146 -0.752
H 0.896 -0.419 -1.361
H -0.389 0.819 -2.606
H -2.018 2.591 -2.214
H -2.412 0.974 -1.466
H -1.932 2.342 -0.423

Properties
Lowest unoccupied orbital energy (alpha / beta) in eV: 3.8038 / 3.6566
Total charge: -1
Expectation value of S²: 0.750
Frontier orbital gap (alpha / beta) in eV: 2.914 / 9.126
E_HOMO (alpha / beta) in Eh: 0.0327 / -0.2010
Spin multiplicity: 2

(b)
Below is an isolated ion of composition C5H12N2O and charge -1, with properties calculated with ωB97M-V/def2-TZVPD.

CARTESIAN COORDINATES (ANGSTROEM)
O -1.751 -1.265 2.213
C -0.726 -1.879 2.151
C 0.294 -0.905 1.273
C -0.576 -0.885 -0.144
C 0.121 -0.081 -1.284
C 0.245 1.413 -0.960
N 0.532 2.095 -2.231
N 0.543 0.128 2.213
H -0.582 -2.885 2.270
H 1.280 -1.311 0.864
H -1.707 -0.486 -0.158
H -0.629 -1.927 -0.525
H -0.503 -0.261 -2.257
H 1.071 -0.564 -1.481
H 0.818 1.557 -0.155
H -0.625 1.916 -0.523
H -0.219 1.902 -2.891
H 1.496 1.856 -2.646
H 1.190 0.875 1.846
H -0.272 0.707 2.427

Properties
Lowest unoccupied orbital energy (alpha / beta) in eV: 3.7552 / 3.6630
Total charge: -1
Expectation value of S²: 0.753
Frontier orbital gap (alpha / beta) in eV: 2.868 / 6.521
E_HOMO (alpha / beta) in Eh: 0.0326 / -0.1050
Spin multiplicity: 2

Energetically preferred structure: (a) | next structure: +0.708 eV